Entry 1:
{
  "formula": "C9H4EuF14N2O2S2",
  "method": "the ωB97M-V functional and the def2-TZVPD basis",
  "total_charge": 3,
  "lumo_energy_ev": [-13.1, -15.8],
  "multiplicity": 7,
  "homo_energy_ha": [-0.7436, -0.7436],
  "orbital_gap_ha": [0.2627, 0.1645],
  "elements": ["O", "S", "O", "F", "N", "C", "C", "C", "F", "F", "C", "F", "F", "C", "F", "F", "C", "F", "F", "C", "F", "F", "C", "F", "F", "F", "N", "C", "S", "H", "H", "H", "H", "Eu"],
  "positions_angstrom": [[3.18077, -1.66250, -1.89013], [3.71398, -0.36738, -1.26123], [5.19322, -0.52070, -1.13586], [3.40747, 0.81867, -2.35615], [2.89994, -0.15559, 0.26020], [2.61352, 1.29504, 0.57828], [1.06448, 1.54706, 0.98852], [0.17964, 2.01241, -0.26510], [0.87841, 2.03659, -1.48621], [-0.14584, 3.37825, 0.00532], [-1.25473, 1.27789, -0.34407], [-1.95147, 1.95934, -1.37611], [-1.83415, 1.52516, 0.93037], [-1.20033, -0.25007, -0.74715], [-0.56091, -0.31941, -2.03108], [-0.34899, -1.04801, 0.09283], [-2.56878, -1.03575, -0.91584], [-2.32986, -2.42077, -0.69410], [-2.95597, -0.94239, -2.28034], [-3.81996, -0.61658, -0.04883], [-4.89269, -1.43890, -0.49653], [-4.29310, 0.69879, -0.28597], [-3.72399, -0.86909, 1.52966], [-2.49200, -1.35988, 1.97677], [-4.68347, -1.83837, 1.89967], [-4.08816, 0.27999, 2.26363], [3.86062, -0.57583, 1.23034], [3.43168, -1.62669, 1.89293], [2.71631, -2.99267, 2.45985], [2.98242, 2.03819, -0.20584], [3.20727, 1.54847, 1.53478], [0.63202, 0.66761, 1.56160], [1.11255, 2.41270, 1.74627], [2.30276, -3.50371, -3.10987]]
}

---

Entry 2:
{
  "formula": "C5H8O",
  "method": "the ωB97M-V functional and the def2-TZVPD basis",
  "total_charge": 0,
  "de_lowest_ev": 3.418,
  "lumo_energy_ev": 1.2,
  "homo_energy_ha": -0.3105,
  "orbital_gap_ha": 0.3536,
  "elements": ["C", "C", "O", "C", "C", "C", "H", "H", "H", "H", "H", "H", "H", "H"],
  "positions_angstrom": [[-1.72006, -0.67269, 0.10675], [-0.75056, 0.41094, -0.29946], [-0.20688, 1.15685, 0.83715], [1.11533, 0.94296, 0.33962], [1.46175, -0.63778, 0.24683], [0.65514, 0.06110, -0.75419], [-2.56752, -0.23962, 0.64968], [-1.22951, -1.40992, 0.74951], [-2.10800, -1.18213, -0.78322], [-1.21179, 1.11635, -1.00341], [1.80773, 1.77436, 0.34499], [2.50249, -0.81440, 0.00466], [1.23111, -0.60477, 1.33156], [1.02078, 0.09873, -1.77046]]
}

---

Entry 3:
{
  "formula": "C3H3FIrO",
  "method": "the ωB97M-V functional and the def2-TZVPD basis",
  "total_charge": 0,
  "lumo_energy_ev": [-1.0, -2.4],
  "multiplicity": 6,
  "homo_energy_ha": [-0.2726, -0.3866],
  "orbital_gap_ha": [0.2351, 0.2990],
  "elements": ["F", "O", "C", "C", "C", "H", "H", "Ir", "H"],
  "positions_angstrom": [[-1.57779, -1.56151, 0.11456], [0.80813, 0.87137, 0.93363], [-0.13919, -0.23060, -0.43298], [1.31033, -0.01092, -0.11511], [-0.54077, 0.56909, 0.59723], [2.11845, 0.24170, -0.83026], [2.11732, -0.73525, 0.11868], [-2.57448, 0.59245, 0.87150], [-1.52200, 0.26366, -1.25727]]
}

---

Entry 4:
{
  "formula": "C17H40NO14S4",
  "method": "the ωB97M-V functional and the def2-TZVPD basis",
  "total_charge": -1,
  "lumo_energy_ev": 1.9,
  "homo_energy_ha": -0.1330,
  "orbital_gap_ha": 0.2013,
  "elements": ["C", "C", "N", "C", "C", "C", "O", "O", "H", "H", "H", "H", "H", "H", "H", "H", "O", "S", "O", "O", "C", "C", "C", "H", "H", "H", "H", "H", "H", "H", "H", "O", "S", "O", "O", "C", "C", "C", "H", "H", "H", "H", "H", "H", "H", "H", "O", "S", "O", "O", "C", "C", "C", "H", "H", "H", "H", "H", "H", "H", "H", "O", "S", "O", "O", "C", "C", "C", "H", "H", "H", "H", "H", "H", "H", "H"],
  "positions_angstrom": [[-2.18434, 4.47007, -0.97878], [-1.02683, 4.67397, -0.30941], [-0.10243, 3.60517, 0.08419], [-0.78861, 2.52149, 0.82937], [-1.36686, 3.04871, 2.19147], [0.14224, 1.29299, 1.17862], [-0.44490, 0.31005, 1.69640], [1.40868, 1.29672, 0.98851], [-2.77552, 5.29580, -1.44571], [-2.62572, 3.45341, -1.05627], [-0.80062, 5.74343, -0.00751], [0.26637, 3.25983, -0.80275], [-1.63207, 2.12965, 0.20498], [-2.02486, 2.24964, 2.61060], [-0.54049, 3.20875, 2.93428], [-1.98126, 3.97644, 2.09765], [-3.80417, 0.91651, -1.54943], [-4.83807, -0.07133, -1.57539], [-5.91319, -0.06312, -0.62701], [-4.16367, -1.52129, -1.58667], [-3.22360, -1.84233, -0.54008], [-3.92605, -2.15065, 0.76705], [-5.52972, -0.13491, -3.20088], [-2.49396, -1.03828, -0.41564], [-2.67668, -2.72573, -0.87160], [-4.41311, -1.26217, 1.17118], [-3.21231, -2.51069, 1.50863], [-4.70125, -2.90648, 0.61960], [-4.72104, -0.18123, -3.92684], [-6.11552, 0.77136, -3.34673], [-6.17219, -1.01001, -3.27562], [-0.96114, -4.95122, -2.05069], [-1.32052, -6.19997, -1.44834], [-2.19096, -6.26660, -0.31327], [0.01487, -7.02856, -1.12920], [1.03197, -6.40262, -0.32988], [0.66622, -6.38998, 1.14144], [-1.95226, -7.27507, -2.70028], [1.23952, -5.39374, -0.69433], [1.94164, -6.98858, -0.46844], [-0.19074, -5.74174, 1.32882], [1.50196, -6.02607, 1.74128], [0.39380, -7.39233, 1.47883], [-1.27560, -7.26163, -3.55178], [-2.93266, -6.90192, -2.99218], [-2.04257, -8.27853, -2.28920], [3.97126, -5.70913, 2.86876], [5.30250, -5.85447, 3.37697], [5.95904, -4.79608, 4.08099], [6.25785, -6.36221, 2.19033], [6.29692, -5.59633, 0.97814], [7.12244, -4.33338, 1.13399], [5.38130, -7.31677, 4.36518], [5.28445, -5.36645, 0.63720], [6.75490, -6.23444, 0.22116], [6.64552, -3.63386, 1.82152], [7.24216, -3.83206, 0.17237], [8.10861, -4.56550, 1.54065], [4.91947, -8.13703, 3.82011], [4.83515, -7.12213, 5.28681], [6.42381, -7.53434, 4.58848], [-0.50663, 8.07177, -0.47853], [0.20743, 8.90518, -1.39644], [1.58258, 9.24885, -1.18965], [-0.63604, 10.25389, -1.63956], [-1.01401, 11.02971, -0.49784], [0.15171, 11.83051, 0.05195], [0.03497, 8.23925, -3.02242], [-1.45209, 10.38994, 0.27233], [-1.79527, 11.71443, -0.83073], [0.91527, 11.17510, 0.47291], [-0.18463, 12.50668, 0.84003], [0.62629, 12.41339, -0.73963], [-1.01358, 8.01243, -3.20177], [0.63074, 7.32892, -3.07074], [0.40607, 8.96693, -3.74157]]
}

---

Entry 5:
{
  "formula": "CH4NOS",
  "method": "the ωB97M-V functional and the def2-TZVPD basis",
  "total_charge": -1,
  "de_lowest_ev": 4.328,
  "lumo_energy_ev": [4.0, 4.0],
  "homo_energy_ha": [-0.1166, -0.1150],
  "orbital_gap_ha": [0.2631, 0.2618],
  "elements": ["C", "N", "O", "S", "H", "H", "H", "H"],
  "positions_angstrom": [[-0.17612, 0.37095, -0.17997], [0.99113, -0.20100, -0.79417], [0.51328, -1.70806, 0.61331], [2.41894, 0.42505, -0.26723], [-0.07217, 0.94415, 0.70227], [-0.60227, 1.18701, -0.93579], [-0.85421, -0.37482, -0.09184], [1.45213, -2.04119, 0.48932]]
}

---

Entry 6:
{
  "formula": "C3H7O",
  "method": "the ωB97M-V functional and the def2-TZVPD basis",
  "total_charge": 1,
  "de_lowest_ev": 3.080,
  "lumo_energy_ev": -7.5,
  "homo_energy_ha": -0.6077,
  "orbital_gap_ha": 0.3327,
  "elements": ["C", "C", "C", "O", "H", "H", "H", "H", "H", "H", "H"],
  "positions_angstrom": [[1.12075, -0.76457, 0.10651], [1.27846, 0.69261, 0.05662], [-1.97052, 0.05371, -0.09266], [0.26018, 0.04648, -0.65244], [1.75189, -1.41420, -0.48955], [0.70979, -1.22545, 0.99649], [0.99703, 1.29961, 0.90813], [2.02612, 1.14013, -0.59389], [-2.20978, -0.71883, -0.80777], [-1.84404, -0.19479, 0.94892], [-2.11990, 1.08530, -0.38036]]
}